16
Properties=species:S:1:pos:R:3 method="wB97M-V/def2-TZVPD" lumo_ev=3.15 total_charge=-1 homo_lumo_gap_ev=7.230 homo_energy_ha=-0.150
I -0.6079 0.2901 0.3347
O -1.1435 -2.4249 -4.1435
H -0.7235 -1.9618 -3.4186
H -1.8763 -1.8628 -4.3949
O 4.1090 -0.4789 -1.2851
H 3.2247 -0.2081 -1.0385
H 4.6843 0.0367 -0.7198
O 0.0423 -3.8669 3.6541
H -0.2727 -4.7320 3.3920
H -0.2654 -3.2800 2.9634
O -5.4246 1.9925 1.6058
H -4.4900 1.8202 1.4914
H -5.4587 2.7971 2.1232
O 2.9568 4.1113 0.0946
H 2.3947 3.3381 0.1430
H 2.8509 4.4294 -0.8020


16
Properties=species:S:1:pos:R:3 method="wB97M-V/def2-TZVPD" lumo_ev=3.22 total_charge=-1 homo_lumo_gap_ev=7.911 homo_energy_ha=-0.172
I -1.8329 -0.0469 -0.1170
O -0.5182 3.2393 0.5019
H -1.0183 2.4161 0.3367
H -0.4105 3.5373 -0.3937
O 0.2743 1.4890 -2.6362
H 0.2389 1.1982 -3.5588
H -0.6283 1.4467 -2.2612
O 1.9327 0.2957 -0.3062
H 1.0230 0.5520 -0.3308
H 2.3312 0.5306 -1.0956
O 0.9211 -2.6663 0.5668
H 0.1844 -2.0494 0.5510
H 0.7223 -3.4759 1.0175
O -0.7935 -1.9485 2.7368
H -1.2563 -1.7044 1.9469
H -1.1700 -2.8136 3.0419


20
Properties=species:S:1:pos:R:3 method="wB97M-V/def2-TZVPD" lumo_ev=-0.66 total_charge=0 homo_lumo_gap_ev=7.870 homo_energy_ha=-0.313
Li 0.1081 -0.2083 0.0305
N -0.0491 2.2483 2.1345
O -0.5055 1.6286 1.1503
O 1.1640 2.2280 2.4272
O -0.7786 2.5298 3.0390
O -1.5536 0.2909 -1.2378
H -2.1839 -0.3615 -0.7770
H -2.0992 1.1905 -1.3068
O -0.6326 0.2147 -3.6948
H -0.8604 -0.6747 -3.5994
H -0.8611 0.2989 -2.7554
O 2.0576 -0.1196 1.1604
H 1.6440 0.6524 1.8043
H 2.8347 0.1304 0.7507
O -0.6042 -1.5879 1.4638
H 0.0862 -1.6179 2.1516
H -1.4694 -1.8229 2.0296
O 1.0934 -1.4088 -1.2786
H 1.6944 -1.2160 -2.1038
H 0.9152 -2.3948 -1.3882


16
Properties=species:S:1:pos:R:3 method="wB97M-V/def2-TZVPD" lumo_ev=-3.35 total_charge=+1 homo_lumo_gap_ev=12.197 homo_energy_ha=-0.571
Li -0.1495 0.1369 0.0635
O 0.8673 1.8302 -0.1201
H 0.8461 2.4596 -0.9882
H 0.5745 2.3814 0.6256
O -2.0393 0.9326 -0.3747
H -2.9319 0.7265 -0.2054
H -2.2914 1.2852 -1.2681
O -0.7457 -0.7486 1.9169
H -0.4211 -0.5736 2.8425
H -0.8821 -1.5401 2.1358
O 2.1046 -0.9046 0.4126
H 2.4674 -1.1686 -0.3602
H 2.8292 -0.6641 0.8829
O -0.2755 -1.3587 -1.5095
H -0.3999 -0.9587 -2.2215
H 0.4472 -1.8354 -1.8321


21
Properties=species:S:1:pos:R:3 method="wB97M-V/def2-TZVPD" lumo_ev="-4.01 / -5.32" total_charge=+1 spin_multiplicity=2 s2=0.763 homo_lumo_gap_ev="9.204 / 7.430" homo_energy_ha="-0.485 / -0.468"
Mg 0.3321 0.3044 -0.1253
S -1.9418 -1.7023 1.0977
O -2.0496 -1.2220 2.5448
O -0.8725 -0.9947 0.3699
O -1.6631 -3.1203 1.1171
O -3.2291 -1.7169 0.4004
O 0.6202 -0.7315 -1.7997
H 0.5736 -1.6735 -1.6365
H 0.7173 -0.6570 -2.7491
O -1.1914 1.3192 -1.1393
H -1.2273 1.6140 -2.0492
H -2.0311 1.5881 -0.7666
O 1.8453 -0.8029 0.5631
H 2.7233 -0.5440 0.8431
H 1.9212 -1.7369 0.3681
O -0.0070 1.3559 1.4345
H -0.7076 1.9825 1.6158
H 0.4279 1.2313 2.2780
O 1.6563 1.6154 -0.6030
H 2.0409 2.4415 -0.3102
H 2.0624 1.4498 -1.4538


13
Properties=species:S:1:pos:R:3 method="wB97M-V/def2-TZVPD" lumo_ev=-3.31 total_charge=+1 homo_lumo_gap_ev=12.003 homo_energy_ha=-0.563
N 1.3668 0.5304 -0.2663
H 0.3314 1.0222 0.0327
H 1.4360 -0.4295 0.0842
H 1.3642 0.4915 -1.2840
H 2.0275 1.1711 0.1692
N -0.0973 -1.7338 0.3460
H -1.0387 -1.9600 0.0210
H -0.3642 -1.8208 1.3308
H 0.4754 -2.5515 0.1496
N -1.1796 1.3103 -0.1737
H -1.3707 1.5225 -1.1365
H -1.3439 1.9801 0.5642
H -1.6070 0.4675 0.1629


15
Properties=species:S:1:pos:R:3 method="wB97M-V/def2-TZVPD" lumo_ev="-4.52 / -10.19" total_charge=+1 spin_multiplicity=2 s2=0.753 homo_lumo_gap_ev="9.551 / 3.888" homo_energy_ha="-0.517 / -0.517"
S -1.4550 1.7459 -2.0262
H -2.0607 1.7763 -0.8106
H -0.9017 0.4953 -1.9021
H 0.3026 1.5007 2.3451
H -0.2869 1.8217 0.8742
O -0.1694 1.1921 1.5726
H -1.2729 -1.8718 1.6245
H -0.0100 -1.0498 1.9337
O -0.4211 -1.9060 2.0606
H 2.4281 -2.6852 0.7557
H 2.8045 -1.6090 1.8381
O 2.5903 -1.7490 0.9124
H 1.3374 -0.6831 -0.4400
H 0.2892 -1.5535 -1.0958
O 0.6896 -0.6739 -1.1780


15
Properties=species:S:1:pos:R:3 method="wB97M-V/def2-TZVPD" lumo_ev=0.19 total_charge=0 smiles=O.O.O.O.O homo_lumo_gap_ev=11.299 homo_energy_ha=-0.408
H -0.4982 0.0486 -0.9040
H -0.2776 -1.4517 -0.8006
H 0.4122 -0.9518 1.1850
H 0.8218 -2.4080 1.0376
H 3.2231 -0.8209 -0.6855
H 4.4885 -0.9906 -1.5101
H -5.4532 0.6194 -1.1018
H -5.3463 0.2732 0.3743
H 1.5749 2.4225 1.4638
H 0.5060 2.7974 0.4504
O -0.6163 -0.6974 -0.3053
O 0.6786 -1.7221 1.6995
O 3.9133 -0.3166 -1.1307
O -4.8536 0.2337 -0.4532
O 1.4269 2.9643 0.6805


15
Properties=species:S:1:pos:R:3 method="wB97M-V/def2-TZVPD" lumo_ev=0.50 total_charge=0 smiles=O.O.O.O.O homo_lumo_gap_ev=11.165 homo_energy_ha=-0.392
H -0.1559 0.6154 -0.9652
H 1.4294 0.3068 -0.7691
H -1.7885 -1.5044 1.7781
H -2.7243 -0.5157 1.1330
H -1.4135 2.1145 1.0970
H -1.1517 1.9066 -0.3685
H -1.6894 -0.6058 -0.7938
H -1.4686 -1.9028 -1.3530
H 4.5652 -0.0132 -0.4390
H 5.1029 -0.7249 0.7764
O 0.8118 0.9594 -1.0310
O -1.7579 -0.6419 1.3528
O -1.8570 1.7711 0.2725
O -2.1887 -1.3907 -1.0918
O 4.2862 -0.3742 0.4018


15
Properties=species:S:1:pos:R:3 method="wB97M-V/def2-TZVPD" lumo_ev=0.35 total_charge=0 smiles=O.O.O.O.O homo_lumo_gap_ev=10.720 homo_energy_ha=-0.381
H 0.4560 -0.5162 -0.5192
H -0.5186 -0.4372 0.5604
H -5.7808 1.2058 1.7144
H -4.4513 0.7434 2.1582
H 4.1573 2.0262 0.6119
H 2.8435 1.6935 0.3340
H -2.8775 -1.8585 -1.0636
H -2.1560 -1.2313 -2.2094
H 3.3901 -0.6989 -0.3487
H 3.9505 -1.2318 -1.7132
O -0.4718 -0.2398 -0.3709
O -5.1292 1.3375 2.4794
O 3.6674 1.4618 -0.0123
O -2.0023 -1.3386 -1.2785
O 4.0593 -1.1828 -0.7583


15
Properties=species:S:1:pos:R:3 method="wB97M-V/def2-TZVPD" lumo_ev=0.45 total_charge=0 smiles=O.O.O.O.O homo_lumo_gap_ev=11.689 homo_energy_ha=-0.413
H -0.4651 1.0070 -1.8128
H -0.0775 -0.3433 -2.2669
H 1.3435 0.7248 -0.4456
H 2.2104 1.6917 -1.1376
H 1.2257 0.9616 2.1914
H -0.0138 0.7200 1.0021
H -1.8654 -0.5716 0.4560
H -1.6404 0.4241 -0.7809
H -0.5382 -2.8316 2.0870
H 0.2278 -1.7507 1.5783
O -0.7721 0.2843 -2.4518
O 1.6083 0.9816 -1.3487
O 0.9291 0.5733 1.3319
O -1.6025 0.3567 0.2403
O -0.5698 -2.2280 1.3572


15
Properties=species:S:1:pos:R:3 method="wB97M-V/def2-TZVPD" lumo_ev=0.56 total_charge=0 smiles=O.O.O.O.O homo_lumo_gap_ev=11.691 homo_energy_ha=-0.409
H 0.7422 -1.4162 0.5025
H -0.3053 -1.6493 1.7070
H 2.0149 -0.0626 -0.0977
H 1.8697 -1.0669 -1.2606
H 1.8121 2.1747 0.0839
H 0.4722 1.5837 -0.4127
H -1.7068 1.3998 -0.0532
H -0.6534 0.6874 0.9345
H -2.9508 -1.0628 -0.8703
H -1.4856 -0.8860 -0.3280
O -0.2282 -1.2003 0.8277
O 2.0767 -1.0684 -0.2381
O 1.4347 1.4555 -0.4699
O -1.0080 1.6030 0.6510
O -2.0847 -0.4917 -0.9761


15
Properties=species:S:1:pos:R:3 method="wB97M-V/def2-TZVPD" lumo_ev=0.17 total_charge=0 smiles=O.O.O.O.O homo_lumo_gap_ev=10.868 homo_energy_ha=-0.393
O -0.4582 1.7036 2.1086
H -0.5649 1.0490 1.2946
H -0.1989 2.4798 1.7726
O 1.8138 0.4448 0.5382
H 0.7885 0.6946 0.7898
H 1.9395 -0.5180 0.4725
O -0.9526 0.3953 -0.2379
H -1.7732 0.6234 -0.5207
H -0.5019 0.1843 -0.9916
O -0.0196 -2.1862 1.1087
H -0.8844 -1.9907 0.6641
H 0.0016 -1.8268 1.9111
O 0.1812 -0.6444 -2.7300
H 0.9386 -0.0894 -2.6823
H -0.3094 -0.3194 -3.4976


15
Properties=species:S:1:pos:R:3 method="wB97M-V/def2-TZVPD" lumo_ev=0.46 total_charge=0 smiles=O.O.O.O.O homo_lumo_gap_ev=11.685 homo_energy_ha=-0.412
H 0.9629 0.7331 -1.2605
H 1.9721 -0.1916 -0.7528
H -0.9555 1.1172 0.0610
H -0.2612 2.5958 0.0643
H 0.1932 -1.4104 -0.8563
H 0.1146 -1.8250 0.6574
H 1.5825 -0.1238 2.2711
H 0.7349 0.4414 1.0873
H -1.6098 -0.7607 -0.0654
H -2.6753 0.0055 -0.8676
O 1.4520 -0.0511 -1.5679
O -0.0831 1.6178 0.0495
O -0.3888 -1.8219 -0.1972
O 1.2364 -0.3325 1.3799
O -2.2747 0.0063 -0.0026


15
Properties=species:S:1:pos:R:3 method="wB97M-V/def2-TZVPD" lumo_ev=0.08 total_charge=0 smiles=O.O.O.O.O homo_lumo_gap_ev=10.677 homo_energy_ha=-0.389
O -1.2887 -1.5600 -0.8581
H -1.3484 -2.4277 -0.4388
H -1.0071 -1.7447 -1.7653
O 0.8104 -2.4080 1.5722
H 0.3505 -2.0099 0.8213
H 0.2022 -3.0683 1.9232
O -0.6247 1.1086 2.4379
H -0.5340 2.0425 2.2081
H -1.5656 0.9211 2.3312
O 1.5541 2.4588 -2.7163
H 2.3441 2.3451 -2.1810
H 0.8448 2.0545 -2.1812
O 0.2202 1.0019 -0.6687
H 0.0244 0.0542 -0.7320
H 0.0177 1.2318 0.2475


15
Properties=species:S:1:pos:R:3 method="wB97M-V/def2-TZVPD" lumo_ev=0.05 total_charge=0 smiles=O.O.O.O.O homo_lumo_gap_ev=10.602 homo_energy_ha=-0.388
O -1.7396 -0.5781 1.3058
H -2.5338 -0.0467 1.2504
H -1.9051 -1.3184 0.7220
O -0.5251 2.2398 -2.5456
H -1.0440 2.8649 -2.0395
H -0.6469 2.5086 -3.4562
O 0.7894 0.6376 -0.0527
H 0.8632 0.8217 0.8837
H -0.0577 1.0058 -0.3037
O 2.6092 -1.1873 -1.0640
H 2.1987 -1.4750 -1.8795
H 2.0040 -0.5374 -0.7070
O 0.0143 -1.6811 3.0172
H -0.5787 -1.1292 2.5073
H 0.5520 -2.1253 2.3617


15
Properties=species:S:1:pos:R:3 method="wB97M-V/def2-TZVPD" lumo_ev=-0.34 total_charge=0 smiles=O.O.O.O.O homo_lumo_gap_ev=10.715 homo_energy_ha=-0.406
O -4.4650 23.5748 17.6138
H -4.6135 23.1474 18.4372
H -5.1234 23.3107 16.9963
O -8.4076 21.5842 17.0768
H -8.0886 21.7328 17.9193
H -8.1335 20.6553 16.8549
O -7.2532 21.8501 19.4195
H -6.3182 21.7512 19.3998
H -7.5155 21.2607 20.1103
O -4.3410 21.1073 19.6202
H -4.8530 20.6547 20.2570
H -4.4111 20.6366 18.7988
O -8.1852 19.8540 21.1340
H -7.3904 19.3592 21.3198
H -8.4353 19.6724 20.2297


15
Properties=species:S:1:pos:R:3 method="wB97M-V/def2-TZVPD" lumo_ev="-3.49 / -11.45" total_charge=+1 spin_multiplicity=2 s2=0.757 homo_lumo_gap_ev="11.647 / 2.755" homo_energy_ha="-0.556 / -0.522"
O -2.5806 0.4917 0.0937
H -2.9037 -0.4041 -0.0033
H -3.0962 1.0017 -0.5310
O -2.0317 -0.2262 2.5142
H -2.4978 -1.0443 2.3415
H -2.0034 0.2174 1.6665
O 2.0735 -1.7412 -2.0201
H 2.5755 -2.4987 -1.7192
H 1.6985 -1.3694 -1.2217
O 0.2339 -0.5140 -0.5097
H 0.2692 0.4250 -0.6924
H -0.6765 -0.6764 -0.2629
O 2.6301 2.1148 -0.0591
H 3.1272 2.8656 0.2655
H 3.1821 1.3581 0.1381


no.,electronic energy (a.u.)
1,-679.9826
2,-679.9900
3,-670.1163
4,-389.5158
5,-1281.2851
6,-170.0226
7,-704.7628
8,-382.1674
9,-382.1550
10,-382.1138
11,-382.1879
12,-382.1954
13,-382.1413
14,-382.2167
15,-382.1845
16,-382.1826
17,-382.1735
18,-381.7656